1.
ORCA calculation (ωB97M-V/def2-TZVPD) on a cluster of 8 separate species, C32H70N2O20 in total at a distorted geometry.

Positions of all 124 atoms, in Å:
C 0.0238 -1.5096 -2.7630
O 1.0929 -0.8913 -2.0566
C 1.2143 -1.3380 -0.7125
C 2.4528 -0.8058 -0.0597
C 2.7019 -1.3815 1.3482
N 2.4432 0.6541 0.0751
H -0.0438 -2.5538 -2.4547
H 0.2763 -1.4221 -3.8188
H -0.9285 -0.9785 -2.6890
H 0.2940 -1.1320 -0.1567
H 1.2732 -2.4356 -0.7320
H 3.3069 -1.1043 -0.6823
H 2.1465 -0.8193 2.0989
H 3.7518 -1.1411 1.5129
H 2.5086 -2.4503 1.2938
H 3.2142 0.9259 0.6693
H 2.4640 1.1161 -0.8263
C -2.6713 3.1173 4.1150
O -1.5157 2.7796 3.3904
C -1.7192 2.6269 1.9899
C -0.4004 2.2883 1.3434
C 0.6746 3.3622 1.4274
N -0.6217 1.9359 -0.0724
H -3.1646 4.0122 3.7185
H -2.2882 3.3163 5.1146
H -3.4679 2.3666 4.1797
H -2.4427 1.8102 1.8601
H -2.1940 3.5066 1.5397
H 0.0097 1.3906 1.8311
H 1.1079 3.4720 2.4201
H 0.2526 4.3375 1.1622
H 1.4008 3.1424 0.6432
H 0.3045 1.8092 -0.4741
H -1.0655 1.0219 -0.0643
C 9.5799 0.4759 6.2637
C 9.1639 -0.5606 5.2599
O 7.7761 -0.8666 5.4625
C 7.1170 -1.2552 4.3847
O 7.4496 -1.1712 3.2331
O 5.9531 -1.7874 4.7925
C 4.9814 -2.0507 3.8051
H 10.6588 0.6708 6.3017
H 9.3701 0.2085 7.2999
H 9.2623 1.4747 5.9593
H 9.7205 -1.4961 5.3031
H 9.3489 -0.0699 4.3043
H 4.4931 -1.1341 3.4900
H 4.2364 -2.7764 4.1334
H 5.4182 -2.6151 2.9769
C -4.6816 -2.0485 -4.3191
C -3.9497 -2.5861 -3.1007
O -3.7304 -3.9813 -3.3857
C -3.3928 -4.8705 -2.4546
O -3.3784 -6.0515 -2.6700
O -3.1105 -4.2701 -1.2960
C -2.6629 -5.0421 -0.1928
H -5.5802 -2.6316 -4.5091
H -3.9967 -2.0746 -5.1631
H -4.9411 -0.9958 -4.1926
H -4.5292 -2.5160 -2.1871
H -2.9488 -2.1536 -3.0832
H -1.6183 -5.3423 -0.2082
H -3.2415 -5.9678 -0.1340
H -2.9413 -4.5307 0.7200
C -4.9461 -0.5342 1.2002
C -4.3707 -1.7125 0.4485
O -3.2890 -2.3465 1.0866
C -2.0933 -1.7916 1.1592
O -1.6739 -0.9488 0.4212
O -1.4773 -2.3339 2.2175
C -0.3160 -1.6377 2.6751
H -5.9812 -0.2575 1.0152
H -4.3534 0.3529 0.9519
H -4.8536 -0.6366 2.2856
H -4.1001 -1.4050 -0.5608
H -5.1811 -2.4298 0.3093
H -0.5919 -0.6514 3.0443
H 0.4945 -1.5299 1.9544
H 0.0687 -2.2667 3.4736
C -8.4955 2.7726 -2.7848
C -7.5170 2.0746 -1.8722
O -6.1709 2.3332 -2.2343
C -5.2621 1.3740 -2.0632
O -5.4669 0.2211 -1.7813
O -4.1084 1.8784 -2.4436
C -2.9483 1.0531 -2.4862
H -8.3229 3.8474 -2.8706
H -9.5122 2.6066 -2.4290
H -8.4763 2.4408 -3.8249
H -7.7745 1.0121 -1.8371
H -7.6021 2.3730 -0.8219
H -2.8217 0.4216 -1.6061
H -2.0494 1.6574 -2.5650
H -3.0400 0.4318 -3.3782
C 0.3578 -5.9665 -5.7094
C -0.4840 -4.7844 -5.2736
O -1.1734 -4.3510 -6.4349
C -1.6100 -3.1076 -6.5274
O -1.5662 -2.2806 -5.6551
O -2.2063 -2.9716 -7.7036
C -2.9244 -1.7847 -7.9393
H -0.2404 -6.8753 -5.7297
H 1.1513 -6.1454 -4.9767
H 0.8889 -5.7188 -6.6261
H 0.1775 -3.9820 -4.9340
H -1.1116 -5.0966 -4.4359
H -2.2896 -0.9194 -8.1417
H -3.7038 -1.6252 -7.1993
H -3.4438 -1.8367 -8.9003
C 4.7995 4.1043 1.2924
C 4.3501 5.0367 2.4069
O 5.1862 6.1319 2.6963
C 5.3983 6.5486 3.9334
O 4.7620 6.2263 4.8924
O 6.5090 7.2974 3.9184
C 6.6946 8.1767 5.0169
H 5.1928 4.4659 0.3467
H 3.9697 3.4289 1.0737
H 5.5391 3.4455 1.7627
H 4.1183 4.4777 3.3131
H 3.3931 5.3985 2.0144
H 5.7351 8.5310 5.3897
H 7.2499 9.0444 4.6627
H 7.2962 7.7509 5.8190

Forces on the atoms, in the same order (eV/Å):
0.7 0.5 -0.4
0.1 0.3 0.3
-0.9 -0.6 -0.3
0.5 0.6 0.1
0.5 0.8 -1.3
-0.6 -0.3 0.1
-0.3 -0.1 -0.2
0.1 -0.3 0.0
-0.1 -0.1 0.6
0.3 0.4 0.0
0.2 -0.2 0.0
-0.1 -0.2 -0.1
-0.1 -0.3 0.0
0.1 -0.5 0.3
0.1 -0.1 0.6
0.1 0.3 -0.3
0.3 0.0 0.1
0.2 0.5 0.3
-0.1 0.0 -0.5
-0.5 -0.3 0.6
0.6 -0.7 -0.4
-0.7 0.6 -0.4
-0.2 0.4 0.3
0.2 0.2 0.0
-0.4 0.1 0.1
0.3 -0.5 -0.2
0.1 -0.2 -0.3
0.2 0.2 0.1
-0.1 0.1 0.3
0.2 -0.2 -0.1
-0.1 0.0 0.0
0.4 0.0 0.4
-0.3 -0.2 0.0
0.1 0.1 -0.3
1.1 0.5 0.7
0.6 0.7 -0.2
0.3 0.1 0.0
-0.9 -0.4 -0.5
0.3 0.2 0.0
-0.1 0.0 0.9
0.0 -0.9 -0.9
0.1 -0.7 -0.5
-0.6 0.2 -0.1
-0.8 -0.2 0.4
0.0 0.0 0.1
-0.4 -0.6 -0.4
0.1 0.0 -0.1
0.0 0.4 0.9
0.2 0.7 -0.3
0.2 0.2 0.2
0.2 -0.2 -0.8
-0.2 -0.8 -0.4
-0.2 0.1 -0.2
0.3 0.1 0.1
0.5 0.7 0.3
-1.1 -1.5 0.5
0.0 0.0 -0.1
-0.1 -0.3 -0.1
-0.1 -0.1 0.3
0.2 0.3 0.0
-0.2 0.4 0.7
0.2 0.5 -0.3
0.1 -0.1 -0.3
0.4 0.5 -0.1
1.0 1.2 0.8
-1.3 0.6 -1.4
-0.3 -0.8 1.0
-0.8 -0.2 0.6
0.2 0.6 -0.2
0.1 0.3 -0.6
0.4 -0.2 0.3
0.0 -0.5 -0.5
-0.1 0.1 0.1
0.0 -0.3 0.0
0.2 0.1 0.1
0.5 -0.5 0.2
0.0 0.0 0.1
-0.8 -0.2 -0.2
-0.1 0.2 0.2
0.0 0.6 -0.4
-0.7 -0.6 0.8
0.1 0.1 -0.1
-0.1 -0.4 -1.2
-0.2 -0.1 0.5
0.7 1.0 0.4
0.1 -0.8 -0.3
0.0 0.0 0.4
0.0 0.0 0.1
0.3 -0.5 0.2
0.6 -0.1 -0.4
-0.3 0.4 -0.2
-0.3 0.0 0.1
-0.3 0.4 0.0
0.2 -0.2 0.1
0.4 0.1 0.7
1.3 0.0 0.4
-0.4 -0.3 -0.6
-0.6 -0.2 0.8
0.2 0.5 0.1
0.1 -0.4 -0.7
-0.6 0.9 -1.0
0.1 0.0 -0.6
-0.2 0.1 0.2
-0.3 -0.3 -0.3
-0.2 0.1 0.0
-0.5 0.4 -0.3
0.3 0.0 0.9
0.3 0.3 0.3
0.0 -0.9 0.1
1.1 -1.2 1.2
-2.1 -0.1 -0.8
1.0 0.2 -1.2
0.5 -0.8 0.0
-0.3 0.3 0.6
-0.2 0.3 -0.3
0.1 0.7 0.3
-0.1 0.6 0.2
-0.2 0.2 0.0
0.3 0.0 -0.5
0.2 0.0 0.0
0.0 0.6 0.6
0.0 -0.2 0.2
0.0 -0.1 -0.3
-0.3 -0.4 0.0

The calculation puts the max |F| at 2.20 eV/A. For the relative energy (zero: lowest compared OMol25 entry of this formula, charge and spin), the calculation gives 0.00 kcal per mole. The SMILES is COC[C@H](C)N.COC[C@H](C)N.CCOC(=O)OC.CCOC(=O)OC.CCOC(=O)OC.CCOC(=O)OC.CCOC(=O)OC.CCOC(=O)OC. As for the total energy: -78247.841 eV.

=====

2.
ORCA calculation (ωB97M-V/def2-TZVPD) on a cluster of 3 separate species, C32H72Br2FN6O5P3S in total at a distorted geometry.

Positions of all 122 atoms, in Å:
C -1.9957 -3.0794 8.6324
O -1.8844 -3.7227 7.3282
C -0.5401 -3.4673 6.8181
C -0.1187 -4.6086 5.7666
C 0.3248 -3.9310 4.3846
C -0.8593 -4.0591 3.3147
C -0.3329 -3.4055 1.9266
C -0.0092 -4.5493 0.8584
C 0.7724 -4.0386 -0.4366
C -0.1541 -2.9784 -1.2234
C 0.6869 -1.8584 -1.9874
C 1.5116 -0.8946 -0.9685
C 1.0419 0.6281 -1.0393
C 2.0946 1.5992 -1.8060
C 1.5548 3.0873 -1.5882
C 2.6880 4.2292 -1.6469
C 1.9661 5.5311 -2.2897
F 3.1583 4.6432 -0.3635
O 2.0713 1.1187 -3.1788
C 2.1144 2.1431 -4.1408
O 3.1023 2.7688 -4.5339
P 0.4434 2.5718 -4.9846
S 0.0451 1.3454 -6.4783
C 3.5961 1.4227 -1.2861
Br 4.9882 0.8871 -2.6217
C 4.0573 1.5654 0.0266
C 5.5941 1.3273 0.4443
Br 2.8309 2.0268 1.4926
H -1.5404 -2.0342 8.5818
H -1.3776 -3.7161 9.3527
H -3.0885 -3.0567 8.9439
H 0.2120 -3.4949 7.6776
H -0.5413 -2.4167 6.3621
H -1.0430 -5.2616 5.6246
H 0.7044 -5.2783 6.1822
H 1.2725 -4.4397 3.9851
H 0.5754 -2.8278 4.4832
H -1.7705 -3.4413 3.6351
H -1.1447 -5.1477 3.1692
H -1.1949 -2.7527 1.5377
H 0.5423 -2.7014 2.0944
H -0.9947 -5.0066 0.4891
H 0.6417 -5.3226 1.3965
H 0.9906 -4.8817 -1.1717
H 1.7819 -3.5431 -0.1952
H -0.9459 -2.4926 -0.5714
H -0.7040 -3.5840 -2.0279
H 0.0327 -1.2761 -2.7092
H 1.4592 -2.4128 -2.6369
H 1.2552 -1.2682 0.0874
H 2.6057 -1.0790 -1.1928
H 0.6882 1.0675 -0.0525
H 0.1130 0.6420 -1.7218
H 0.6349 3.3493 -2.2243
H 1.1593 3.1245 -0.5086
H 3.5678 3.9546 -2.3179
H 1.2634 5.2525 -3.1337
H 1.3731 5.9875 -1.4182
H 2.7193 6.3274 -2.6078
H -0.6085 2.3310 -4.0163
H 0.3981 3.9424 -5.4055
H 5.8429 0.2147 0.3037
H 5.7327 1.5161 1.5675
H 6.2651 1.9989 -0.1760
C -6.9339 -9.2892 4.5202
N -5.9133 -8.5700 3.7701
C -5.5850 -9.3488 2.5738
P -4.6080 -7.6111 4.3955
O -4.5278 -6.7442 3.1280
N -5.2789 -6.3232 5.3442
C -6.6510 -6.3147 5.8181
C -4.9140 -4.9601 4.9525
N -4.5733 -8.6108 5.8635
C -3.9438 -7.9875 7.0517
C -3.7860 -9.8465 5.6263
H -6.5517 -10.2011 4.9934
H -7.7502 -9.5885 3.8550
H -7.4103 -8.6881 5.2867
H -5.0770 -10.2875 2.8281
H -4.9330 -8.7974 1.8942
H -6.4856 -9.5943 2.0031
H -7.3716 -6.3268 4.9938
H -6.8539 -5.4289 6.4294
H -6.8378 -7.1517 6.4949
H -5.5015 -4.6097 4.0969
H -3.8545 -4.8992 4.6953
H -5.0679 -4.2598 5.7797
H -2.9522 -7.5892 6.8170
H -3.8422 -8.7159 7.8625
H -4.5489 -7.1847 7.4701
H -2.7533 -9.6114 5.3487
H -4.2147 -10.4534 4.8286
H -3.7745 -10.4802 6.5163
C 2.2906 8.4209 -8.3411
N 1.9114 8.3592 -6.9358
C 0.4717 8.1012 -6.8573
P 2.5588 9.2820 -5.6154
O 2.2069 8.2013 -4.5796
N 4.2598 8.9574 -5.5097
C 5.0194 8.3346 -6.5794
C 4.7531 8.4432 -4.2299
N 2.9296 10.6168 -6.7272
C 3.9664 11.5698 -6.2660
C 1.7230 11.4529 -6.9482
H 1.9150 9.3190 -8.8447
H 1.8877 7.5568 -8.8788
H 3.3617 8.3697 -8.5018
H -0.1134 8.9531 -7.2250
H 0.1485 7.8991 -5.8345
H 0.1958 7.2209 -7.4460
H 4.6567 7.3278 -6.8100
H 6.0806 8.2587 -6.3201
H 5.0106 8.9540 -7.4791
H 4.5615 7.3702 -4.1194
H 4.2870 8.9671 -3.3926
H 5.8309 8.6082 -4.1325
H 3.7517 11.9383 -5.2585
H 4.0318 12.4276 -6.9426
H 4.9639 11.1332 -6.2697
H 1.3606 11.8820 -6.0085
H 0.9072 10.8790 -7.3881
H 1.9329 12.2659 -7.6473

Forces on the atoms, in the same order (eV/Å):
0.3 -0.4 -0.2
1.1 0.8 0.8
0.2 -0.6 0.0
-0.3 1.0 0.1
-0.5 -0.9 -0.3
1.1 1.2 -0.5
-1.3 -0.4 -0.3
0.7 0.3 -0.1
-0.5 0.9 -0.2
0.2 -0.3 -1.0
0.7 -0.6 0.2
-1.3 -0.6 0.1
-0.1 -0.2 -1.3
-0.4 -0.4 1.7
0.8 0.4 1.4
-1.5 1.4 -2.0
0.6 0.0 1.3
-0.5 -0.9 -1.3
-0.3 2.0 -1.2
1.8 1.7 -0.4
-2.7 -2.1 1.4
-1.0 -1.8 -0.9
0.4 0.5 0.4
0.6 0.3 2.3
-1.3 0.4 1.2
0.6 -0.6 -2.2
-1.1 -0.3 0.6
1.0 -0.4 -0.9
-0.8 -1.2 0.2
-0.9 1.0 -0.6
1.5 0.0 -0.5
-1.0 0.2 -0.9
0.2 -1.4 0.5
1.2 0.8 0.0
-1.1 1.0 -0.4
-1.4 0.6 0.4
-0.3 -1.3 0.2
1.2 -1.1 -0.1
0.2 1.3 0.1
1.3 -0.9 0.4
-0.9 -1.0 -0.1
1.4 0.4 0.8
-1.1 0.8 -0.8
-0.2 0.9 1.1
-1.5 -0.8 0.0
1.1 -0.6 -0.6
0.5 0.9 1.1
0.7 -0.6 1.0
-1.1 0.8 0.8
0.7 0.5 -1.4
-1.2 0.7 0.6
0.9 -0.7 -1.2
1.3 0.2 1.0
1.6 -0.5 0.7
0.6 -0.1 -1.6
-1.0 0.1 1.3
1.0 0.4 0.9
0.6 -0.6 -1.4
-1.1 -1.2 0.2
1.0 0.7 -0.1
0.4 -0.4 0.8
-0.3 1.7 -0.1
-0.3 0.0 -1.8
-0.8 -1.0 0.8
0.2 -0.2 0.4
0.0 -1.0 -0.5
0.1 0.4 -0.4
-8.3 2.7 0.1
4.1 -1.8 0.4
0.3 1.0 0.6
0.1 -0.6 0.5
0.3 -0.1 -0.2
3.5 0.2 -0.5
-0.1 0.4 0.6
-0.3 -0.6 -0.2
0.0 -0.1 0.1
0.2 0.1 -0.2
0.3 0.1 0.1
-0.1 -0.2 0.0
0.0 0.1 0.2
0.0 0.0 0.2
-0.1 -0.1 0.0
0.2 0.1 -0.2
-0.1 -0.1 -0.2
0.1 0.0 -0.1
-0.2 0.0 -0.1
-0.1 -0.2 0.1
0.0 0.0 0.2
0.1 -0.2 -0.3
0.0 0.0 -0.4
0.0 -0.2 0.2
-0.1 0.2 -0.1
0.0 0.2 0.0
0.1 0.4 -0.1
-1.0 0.1 -0.4
-0.1 -0.3 0.4
4.4 -6.5 -3.9
-2.1 3.6 1.5
0.9 0.3 0.7
0.0 0.6 -0.5
-0.4 0.1 0.2
-1.3 2.0 2.7
0.7 0.1 0.0
-0.5 -0.1 -0.5
0.0 0.1 -0.1
-0.2 0.0 0.3
0.0 0.2 0.2
-0.1 0.0 -0.2
0.2 0.1 0.0
0.1 0.1 -0.1
0.0 -0.1 -0.1
-0.2 0.0 0.3
-0.2 -0.1 -0.1
0.0 0.0 0.1
0.0 -0.2 -0.1
0.0 0.1 -0.3
0.1 0.1 -0.1
-0.4 -0.1 0.0
-0.3 -0.2 0.1
0.0 0.2 -0.1
0.1 -0.2 0.1
0.1 -0.1 0.1

The calculation puts the max |F| at 8.76 eV/A. The SMILES is COCCCCCCCCCCC[C@](C[C@@H](C)F)(OC(=O)[PH2]=S)/C(Br)=C(/C)Br.CN(C)P(=O)(N(C)C)N(C)C.CN(C)P(=O)(N(C)C)N(C)C. As for the total energy: -235024.032 eV.